This record from OMol25 describes a structure of composition C15H18ClN4O11P2PbS. The level of theory is ωB97M-V/def2-TZVPD.

ΔE to the lowest compared entry with this formula, charge and spin in kJ/mol: 21.2
HOMO-LUMO gap (spin up / spin down) in hartree: 0.243 / 0.205
Total charge: +1
LUMO (spin up / spin down) in Eh: -0.20556 / -0.23748

```
53
Properties=species:S:1:pos:R:3:mulliken_charge:R:1
Pb 0.04569 -0.23145 0.34881 1.355
N -1.35020 3.05701 3.19836 -0.292
C -1.45068 1.98692 2.42703 0.517
S -0.70433 0.52024 2.88906 -0.355
N -2.18510 2.17964 1.29300 -1.007
N -2.40557 1.12865 0.57617 0.749
C -3.49895 0.69610 0.06225 0.081
C -4.81381 1.29154 0.41130 0.106
C -5.86199 0.49337 0.86543 -0.161
C -7.07877 1.07238 1.19243 -0.745
C -7.25550 2.44202 1.05740 -0.413
C -6.21253 3.23877 0.60047 -0.721
C -4.98811 2.67048 0.29180 -0.193
C -3.39611 -0.47718 -0.85046 0.358
C -4.46543 -0.89006 -1.62549 -0.592
C -4.32508 -2.03388 -2.40232 -0.485
C -3.12614 -2.71824 -2.38956 -0.820
C -2.09187 -2.21690 -1.60943 -0.015
N -2.22406 -1.12766 -0.86256 -0.066
H -0.75596 3.01850 4.00801 0.252
H -1.77228 3.93129 2.92151 0.259
H -5.72007 -0.57485 0.98823 0.533
H -7.88923 0.45071 1.55425 0.406
H -8.20583 2.89224 1.31553 0.417
H -6.35307 4.30633 0.48298 0.402
H -4.17221 3.28828 -0.06014 0.468
H -5.38732 -0.32700 -1.63434 0.515
H -5.15306 -2.38322 -3.00683 0.455
H -2.98377 -3.61959 -2.97162 0.416
H -1.12178 -2.70759 -1.57700 0.435
C 4.42902 2.65394 -0.64564 -1.544
C 3.88942 2.20153 0.68546 0.623
O 4.67460 2.58686 1.71207 -0.443
P 3.53520 0.34552 0.72720 0.956
O 5.01135 -0.15506 0.52703 -0.542
O 3.15398 0.16575 2.23953 -0.515
O 2.56148 -0.04617 -0.29707 -0.724
P 2.03742 3.06858 0.99932 0.602
O 2.08062 3.22546 2.59584 -0.542
O 2.21235 4.34889 0.29583 -0.663
O 1.01484 2.04506 0.65746 -0.101
H 5.41016 2.19835 -0.78822 0.426
H 4.53879 3.73588 -0.66311 0.411
H 3.76289 2.34089 -1.44845 0.402
H 4.38976 2.14842 2.53908 0.444
H 5.08292 -1.13037 0.47069 0.431
H 2.55115 -0.60222 2.42088 0.434
H 2.47060 4.08551 2.83087 0.364
O 1.65084 -4.09520 2.21744 -0.615
Cl 1.87586 -2.91432 1.47076 1.889
O 3.28482 -2.63047 1.35198 -0.679
O 1.24946 -2.97559 0.16748 -0.668
O 1.23803 -1.75132 2.17809 -0.805
```

This record from OMol25 describes a structure of composition C15H18ClO4S5Sn. The level of theory is ωB97M-V/def2-TZVPD.

ΔE to the lowest compared entry with this formula, charge and spin in kJ/mol: 0.0
HOMO-LUMO gap in hartree: 0.231
Total charge: +1
LUMO in Eh: -0.22107

```
44
Properties=species:S:1:pos:R:3:mulliken_charge:R:1
Sn 0.05475 0.14878 1.17146 0.972
C -3.17233 -0.39761 -0.79704 -2.263
C -1.74655 -0.88960 -0.83071 1.242
C -1.41589 -2.10748 -0.20169 1.069
C -2.48189 -2.91999 0.48811 -2.199
C -0.09485 -2.57677 -0.22465 1.289
C 0.23550 -3.93916 0.33077 -2.376
C 0.92889 -1.78566 -0.78198 1.057
C 2.36756 -2.22763 -0.68212 -2.498
C 0.59417 -0.60726 -1.47989 0.883
C 1.62810 0.14430 -2.27553 -2.184
C -0.74972 -0.17106 -1.52514 0.624
C -1.07841 1.02899 -2.37762 -1.930
H -3.62193 -0.53589 0.18433 0.443
H -3.78834 -0.95159 -1.50933 0.378
H -3.25380 0.65675 -1.04147 0.444
H -2.99096 -3.57421 -0.22456 0.373
H -3.24458 -2.29240 0.94172 0.380
H -2.06840 -3.54723 1.27242 0.491
H 0.48923 -3.90560 1.39388 0.341
H 1.08146 -4.37559 -0.19345 0.521
H -0.60313 -4.62022 0.21464 0.530
H 3.03713 -1.37956 -0.55633 0.432
H 2.68022 -2.76144 -1.58294 0.395
H 2.52528 -2.88586 0.16744 0.524
H 1.52117 -0.11112 -3.33318 0.455
H 2.64398 -0.09387 -1.98238 0.400
H 1.50544 1.22080 -2.18277 0.389
H -0.73144 1.96148 -1.92468 0.246
H -2.14062 1.12409 -2.57262 0.483
H -0.57904 0.94255 -3.34171 0.430
S 0.91787 7.22953 2.74480 -0.069
C 0.45084 5.70457 2.64304 0.129
S -0.49258 5.08929 1.28735 0.082
C -0.72014 3.49563 1.83497 0.179
C 0.00046 3.16080 3.11295 0.151
S 0.00815 1.67880 3.78242 -0.131
S 0.82908 4.47777 3.83448 0.058
S -1.68260 2.45729 1.00057 -0.179
O 1.33065 1.86282 0.44151 -0.537
Cl 2.69585 1.64359 1.05375 1.799
O 2.54701 0.37865 1.76819 -0.685
O 2.94929 2.71123 1.94594 -0.571
O 3.63511 1.53910 0.00705 -0.569
```

This record from OMol25 describes a structure of composition C15H18F5N4O3PtTe. The level of theory is ωB97M-V/def2-TZVPD.

ΔE to the lowest compared entry with this formula, charge and spin in kJ/mol: 2.1
⟨S²⟩: 6.057
Multiplicity: 5
HOMO-LUMO gap (spin up / spin down) in hartree: 0.297 / 0.175
Total charge: +3
LUMO (spin up / spin down) in Eh: -0.39300 / -0.51243

```
47
Properties=species:S:1:pos:R:3:mulliken_charge:R:1
Pt -0.52624 -0.89833 0.85748 2.003
O -0.35741 5.48368 -2.02064 -0.484
C -1.60073 5.06715 -1.52991 -0.540
C -1.42213 3.67421 -1.00236 -0.055
C -2.45364 2.95327 -0.42566 -0.651
C -2.21904 1.64277 0.06093 -0.212
N -1.04346 1.06385 -0.00939 -0.489
C 0.00711 1.75072 -0.55970 0.568
C -0.17566 3.05317 -1.06926 -0.354
C 1.27852 1.09433 -0.54731 0.609
C 2.44278 1.67246 -1.09229 -0.430
C 3.66940 1.00680 -1.02717 -0.114
C 4.89602 1.62733 -1.62805 -0.540
O 4.50675 2.85109 -2.18639 -0.486
C 3.68565 -0.22122 -0.39009 -0.855
C 2.48855 -0.76228 0.13539 0.163
N 1.33197 -0.13898 0.04711 -0.948
H -0.41416 6.38209 -2.36817 0.344
H -2.37380 5.04642 -2.30790 0.397
H -1.96344 5.70072 -0.71108 0.400
H -3.45121 3.36592 -0.32844 0.511
H -3.02447 1.08401 0.52231 0.498
H 0.64183 3.60761 -1.50740 0.820
H 2.41792 2.63856 -1.57587 0.829
H 5.29935 0.93287 -2.37557 0.395
H 5.64744 1.74537 -0.83776 0.394
H 5.26206 3.29462 -2.59132 0.344
H 4.59835 -0.79574 -0.28225 0.509
H 2.49956 -1.72555 0.63165 0.532
F -1.23361 -2.22056 4.53311 -0.327
Te 0.27530 -1.37961 3.94033 2.059
F 1.32983 -2.49354 4.90890 -0.328
F 1.79698 -0.62184 3.19502 -0.385
F 0.21295 -0.11084 5.23808 -0.319
F 0.37580 -2.62529 2.49692 -0.541
O -0.74596 -0.31482 2.72669 -0.809
C -4.15506 -4.51811 -0.43559 -0.825
N -2.71659 -4.48629 -0.06474 -0.007
C -2.06204 -5.78052 0.27087 -0.816
C -2.05271 -3.40646 -0.06631 0.690
N -1.45663 -2.39002 -0.10590 -0.592
H -4.70838 -4.92215 0.40953 0.334
H -4.26236 -5.16428 -1.30418 0.348
H -4.49496 -3.51341 -0.66675 0.343
H -2.59299 -6.21453 1.11528 0.345
H -1.02154 -5.60647 0.52796 0.330
H -2.13588 -6.42820 -0.60014 0.342
```

This record from OMol25 describes a structure of composition C15H18FN2O11PS. The level of theory is ωB97M-V/def2-TZVPD.

HOMO-LUMO gap in hartree: 0.293
Total charge: 0
LUMO in Eh: -0.05807

```
49
Properties=species:S:1:pos:R:3:mulliken_charge:R:1
C -6.10509 1.76530 0.94395 -1.006
C -5.61159 3.14409 1.40878 -0.438
C -4.19628 3.16814 1.97282 -0.344
O -3.15765 3.44860 1.00777 -0.366
N -3.03320 2.35994 0.10932 0.207
P -1.63558 1.43329 0.49569 0.271
N -1.29558 0.36657 -0.56318 -0.609
S -3.12065 2.81556 -1.51050 1.128
O -1.96010 3.53435 -1.90453 -0.552
O -3.69446 1.77122 -2.26363 -0.525
F -4.24097 3.89215 -1.30182 -0.224
H -7.08752 1.53619 1.35587 0.341
H -6.16900 1.69716 -0.14357 0.250
H -5.41749 0.96991 1.24547 0.253
H -5.64522 3.85242 0.58410 0.243
H -6.27013 3.53189 2.18954 0.440
H -3.95486 2.22219 2.46808 0.292
H -4.06021 3.97628 2.69235 0.314
H -0.68886 2.41772 0.81578 0.083
H -2.07051 0.98537 1.74676 0.020
H -0.38855 0.52035 -0.99169 0.297
C 4.89625 -0.36512 -2.90171 -0.966
C 4.74303 -1.68287 -2.70495 0.263
C 3.44658 -2.28813 -2.19648 1.082
O 3.44206 -3.49852 -2.06546 -0.668
C 2.33240 -1.41443 -1.89979 -0.829
C 2.49345 -0.09896 -2.09558 -0.021
C 3.78284 0.50683 -2.61354 0.978
O 3.78508 1.71797 -2.74274 -0.651
O 1.56442 0.81241 -1.85034 -0.476
O 5.68255 -2.58471 -2.92595 -0.574
H 5.81637 0.07150 -3.26298 0.442
H 1.41127 -1.84587 -1.53357 0.624
H 1.95966 1.67755 -2.08353 0.355
H 5.28599 -3.45124 -2.70246 0.385
C 0.71988 -2.78099 1.17317 -1.065
C 1.59181 -3.79064 1.02267 0.353
C 3.02600 -3.70592 1.51611 1.113
O 3.71582 -4.69052 1.32361 -0.667
C 3.47263 -2.49520 2.16923 -1.077
C 2.59674 -1.49171 2.32496 0.350
C 1.16442 -1.58085 1.83572 1.196
O 0.46066 -0.60448 2.03148 -0.652
O 2.87603 -0.33604 2.90417 -0.596
O 1.30397 -4.94003 0.44718 -0.600
H -0.30258 -2.82682 0.82389 0.450
H 4.49570 -2.43993 2.51317 0.459
H 2.04800 0.18464 2.87504 0.354
H 2.12409 -5.47277 0.46674 0.365
```

This record from OMol25 describes a structure of composition C15H18FN2O2Se2Ti. The level of theory is ωB97M-V/def2-TZVPD.

ΔE to the lowest compared entry with this formula, charge and spin in kJ/mol: 64.7
⟨S²⟩: 0.755
Multiplicity: 2
HOMO-LUMO gap (spin up / spin down) in hartree: 0.217 / 0.219
Total charge: 0
LUMO (spin up / spin down) in Eh: -0.02950 / -0.03311

```
41
Properties=species:S:1:pos:R:3:mulliken_charge:R:1
Ti 0.02307 -1.01362 -0.82989 0.713
O 4.49179 2.36021 -0.32991 -0.521
C 3.42702 2.67480 -1.23714 -1.494
C 2.32366 1.62791 -1.12487 2.028
C 1.90532 1.62833 0.33413 -1.237
O 0.66701 0.90982 0.53813 -0.213
C 2.89361 0.27801 -1.63423 -1.304
Se 2.53923 -1.34706 -0.57326 -0.369
C 1.18878 2.13167 -2.03442 -1.585
Se -0.36485 0.97882 -2.32200 -0.261
H 5.23066 2.94625 -0.51288 0.331
H 3.78495 2.67652 -2.26958 0.503
H 3.02074 3.66524 -1.01681 0.475
H 1.74366 2.65753 0.66419 0.463
H 2.68518 1.17023 0.93554 0.574
H 0.53063 0.82846 1.49048 0.260
H 3.97593 0.33973 -1.70737 0.455
H 2.49863 0.09461 -2.62494 0.392
H 1.59991 2.32042 -3.02522 0.537
H 0.80579 3.07632 -1.64778 0.432
C -4.24694 -1.07594 -1.75935 -1.029
C -4.83628 -1.10640 -0.51636 -0.391
C -4.02746 -1.14203 0.61173 -0.829
C -2.66345 -1.12929 0.44413 0.614
N -2.09764 -1.05926 -0.74393 0.195
C -2.86992 -1.04615 -1.83929 -0.155
C -1.68054 -1.32254 1.56914 0.880
C -2.04722 -1.33900 2.89388 -0.791
C -1.09967 -1.66400 3.85571 -0.387
C 0.17550 -1.96249 3.45727 -0.825
C 0.48308 -1.87294 2.11057 -0.331
N -0.43096 -1.53903 1.18484 0.189
H -4.83559 -1.06490 -2.66668 0.393
H -5.91489 -1.11773 -0.41578 0.427
H -4.46385 -1.20187 1.60112 0.284
H -2.34079 -1.00894 -2.77748 0.555
H -3.06447 -1.10919 3.17587 0.344
H -1.36917 -1.68568 4.90508 0.434
H 0.94943 -2.23653 4.16302 0.421
H 1.48456 -2.01662 1.73204 0.361
F -0.07444 -2.30365 -2.05769 -0.541
```

This record from OMol25 describes the molecule C15H18FN5. The level of theory is ωB97M-V/def2-TZVPD.

HOMO-LUMO gap in hartree: 0.300
Total charge: 0
LUMO in Eh: -0.01244

```
39
Properties=species:S:1:pos:R:3:mulliken_charge:R:1
H -1.43287 -3.05754 1.50249 0.253
N -1.84840 -2.13552 1.42775 -0.763
C -1.17452 -1.29553 0.73592 0.764
C 0.13778 -1.68045 0.13640 0.537
C 0.20341 -2.97468 -0.43507 -0.313
N 0.29640 -4.00483 -0.93703 -0.475
N 1.16471 -0.91320 0.27897 -0.294
N 2.37224 -1.29103 -0.08476 -0.083
C 3.46395 -0.46246 0.08693 0.543
C 3.32103 0.80246 0.65770 -0.353
C 4.42581 1.61472 0.81692 -0.539
C 5.68287 1.19165 0.41506 -0.570
C 5.80238 -0.06612 -0.14860 0.240
F 7.01726 -0.49439 -0.54523 -0.318
C 4.71987 -0.90490 -0.32241 -0.641
N -1.61157 -0.02629 0.60320 0.152
C -1.02617 0.94131 -0.29125 -0.674
C -2.06721 1.70318 -1.12190 -0.749
C -3.19940 0.81504 -1.64442 -0.678
C -4.37466 0.72284 -0.67060 -0.682
C -4.07975 -0.10619 0.57618 -0.666
C -2.81653 0.33335 1.31925 -1.159
H 2.53095 -2.21296 -0.49673 0.292
H 2.34062 1.12200 0.97023 0.426
H 4.31025 2.59151 1.26033 0.374
H 6.55535 1.81299 0.53212 0.437
H 4.85661 -1.87913 -0.76576 0.408
H -0.42726 1.66321 0.28150 0.046
H -0.35106 0.42109 -0.97194 0.534
H -2.49629 2.51821 -0.53694 0.452
H -1.53603 2.15754 -1.96082 0.425
H -3.56757 1.23412 -2.58345 0.342
H -2.81877 -0.18571 -1.85764 0.320
H -5.22742 0.27671 -1.18713 0.345
H -4.66550 1.73457 -0.37511 0.303
H -3.95362 -1.15583 0.30915 0.342
H -4.92887 -0.03693 1.25792 0.359
H -2.78321 -0.18433 2.28101 0.541
H -2.81482 1.41152 1.48777 0.523
```

In order of appearance, energy = -3362.6953, -3548.2925, -1912.6080, -2358.8405, -6594.6848, -955.9912 Ha.